# 1
The following is a quantum chemistry calculation of C44H49BrN6NdO3SSi2 as an isolated structure at a distorted geometry, from the Open Molecules 2025 dataset.

Summary:
Max |F|: 1.5 eV Å⁻¹
Net charge: +1
Spin multiplicity: 4
Energy: -173420.4046 eV

CARTESIAN COORDINATES (ANGSTROEM)
Nd1 0.007 -0.278 -0.604
C1 -1.434 2.637 0.966
O1 -1.344 1.217 1.141
C2 -1.985 0.687 2.230
C3 -2.590 1.426 3.228
C4 -3.181 0.764 4.301
Br1 -3.957 1.807 5.679
C5 -3.210 -0.611 4.376
C6 -2.630 -1.359 3.348
C7 -1.991 -0.708 2.308
O2 -1.289 -1.387 1.343
C8 -2.655 -2.824 3.416
N1 -2.507 -3.490 4.522
C9 -2.530 -4.828 4.165
C10 -2.414 -5.965 4.963
C11 -2.463 -7.191 4.331
C12 -2.630 -7.296 2.943
C13 -2.753 -6.181 2.137
C14 -2.695 -4.949 2.776
N2 -2.749 -3.647 2.302
H1 -0.854 3.152 1.734
H2 -2.474 2.963 1.005
H3 -1.021 2.843 -0.016
H4 -2.604 2.505 3.203
H5 -3.669 -1.129 5.205
H6 -1.380 -2.339 1.493
H7 -2.304 -5.874 6.035
H8 -2.380 -8.096 4.917
H9 -2.664 -8.280 2.494
H10 -2.890 -6.265 1.066
H11 -3.160 -3.407 1.409
C15 3.813 -0.460 -1.722
C16 2.958 0.593 -2.373
C17 3.432 1.406 -3.378
C18 2.557 2.324 -3.966
C19 1.250 2.399 -3.553
C20 0.809 1.572 -2.502
N3 1.687 0.685 -1.932
N4 -0.428 1.559 -1.957
Si1 -1.951 1.622 -2.782
C21 -2.629 3.331 -3.196
C22 -1.933 0.512 -4.302
C23 -3.104 0.785 -1.501
H12 4.120 -1.209 -2.453
H13 3.260 -0.961 -0.928
H14 4.714 -0.019 -1.294
H15 4.462 1.328 -3.695
H16 2.913 2.978 -4.752
H17 0.545 3.094 -3.990
H18 -1.960 3.882 -3.860
H19 -2.797 3.940 -2.306
H20 -3.586 3.225 -3.712
H21 -1.114 0.763 -4.980
H22 -2.863 0.586 -4.868
H23 -1.801 -0.529 -4.000
H24 -3.492 1.465 -0.741
H25 -2.593 -0.052 -1.005
H26 -3.967 0.355 -2.014
O3 -0.896 -1.984 -1.439
Si2 -0.653 -3.356 -2.240
C24 -2.234 -4.359 -2.044
C25 -3.285 -3.775 -1.331
C26 -4.507 -4.416 -1.188
C27 -4.700 -5.664 -1.767
C28 -3.667 -6.266 -2.469
C29 -2.446 -5.619 -2.603
C30 0.831 -4.170 -1.373
C31 1.363 -5.408 -1.731
C32 2.442 -5.951 -1.049
C33 3.019 -5.261 0.009
C34 2.523 -4.018 0.372
C35 1.444 -3.488 -0.320
C36 -0.113 -3.049 -4.020
C37 0.654 -1.909 -4.272
C38 1.129 -1.621 -5.541
C39 0.848 -2.482 -6.592
C40 0.083 -3.618 -6.366
C41 -0.394 -3.894 -5.092
H27 -3.137 -2.783 -0.910
H28 -5.316 -3.938 -0.649
H29 -5.658 -6.161 -1.678
H30 -3.817 -7.237 -2.922
H31 -1.645 -6.110 -3.146
H32 0.934 -5.954 -2.565
H33 2.840 -6.913 -1.346
H34 3.858 -5.689 0.543
H35 2.985 -3.465 1.183
H36 1.064 -2.506 -0.035
H37 0.875 -1.237 -3.451
H38 1.707 -0.721 -5.715
H39 1.219 -2.269 -7.586
H40 -0.142 -4.292 -7.182
H41 -1.005 -4.776 -4.940
C42 0.767 -2.237 4.802
N5 0.991 -1.627 3.499
C43 1.094 -0.308 3.287
S1 1.623 0.273 1.772
N6 0.795 0.499 4.302
C44 0.779 1.952 4.277
H42 0.870 -3.313 4.699
H43 -0.240 -2.030 5.169
H44 1.499 -1.888 5.536
H45 1.345 -2.206 2.758
H46 0.573 0.076 5.191
H47 1.079 2.297 3.293
H48 1.475 2.349 5.016
H49 -0.224 2.314 4.507


# 2
The following is a quantum chemistry calculation of an isolated ion of composition C5H12NO and charge +1 at a distorted geometry, from the Open Molecules 2025 dataset.

Summary:
Relative energy (zero: lowest compared OMol25 entry of this formula, charge and spin): 3.161 eV
Max |F|: 4.6 eV Å⁻¹
Net charge: +1
SMILES: [NH3+]/C=C\CCCO

CARTESIAN COORDINATES (ANGSTROEM)
C1 1.071 1.086 -0.696
O1 -0.127 1.842 -1.100
C2 1.048 -0.372 -1.086
C3 0.978 -1.323 0.123
C4 -0.199 -1.315 1.130
C5 -1.485 -0.860 0.940
N1 -1.879 0.577 0.788
H1 1.111 1.263 0.440
H2 2.030 1.619 -1.236
H3 0.203 2.473 -1.762
H4 2.002 -0.646 -1.559
H5 0.278 -0.574 -1.850
H6 1.727 -0.912 0.889
H7 1.274 -2.367 -0.137
H8 -0.081 -2.162 1.841
H9 -2.420 -1.352 1.233
H10 -1.039 1.224 0.583
H11 -2.221 0.725 -0.152
H12 -2.270 1.075 1.613


# 3
The following is a quantum chemistry calculation of C47H52BBr2ClCsN11O6S as an isolated structure at a distorted geometry, from the Open Molecules 2025 dataset.

Summary:
Relative energy (zero: lowest compared OMol25 entry of this formula, charge and spin): 0.313 eV
Max |F|: 2.9 eV Å⁻¹
Net charge: -2

CARTESIAN COORDINATES (ANGSTROEM)
Cs1 -0.864 -1.975 2.648
Br1 5.788 -6.584 -1.085
C1 4.443 -5.542 -0.241
C2 3.112 -5.859 -0.423
C3 2.175 -5.053 0.213
N1 2.502 -4.017 0.976
C4 3.789 -3.715 1.121
C5 4.810 -4.459 0.533
C6 4.087 -2.488 1.925
C7 5.271 -2.349 2.639
C8 5.453 -1.166 3.333
Br2 7.053 -0.911 4.324
C9 4.479 -0.193 3.335
C10 3.321 -0.455 2.606
N2 3.144 -1.555 1.889
H1 2.803 -6.690 -1.040
H2 1.114 -5.234 0.077
H3 5.848 -4.180 0.642
H4 6.009 -3.137 2.679
H5 4.564 0.710 3.920
H6 2.495 0.245 2.629
O1 -0.677 -4.780 -1.291
C11 -0.315 -4.185 -2.507
C12 0.912 -3.303 -2.412
C13 1.859 -3.259 -3.431
C14 2.923 -2.379 -3.319
C15 3.009 -1.578 -2.190
C16 2.023 -1.699 -1.218
N3 0.998 -2.538 -1.329
H7 -1.052 -4.093 -0.687
H8 -1.131 -3.573 -2.918
H9 -0.120 -4.990 -3.223
H10 1.759 -3.910 -4.292
H11 3.678 -2.326 -4.094
H12 3.826 -0.881 -2.051
H13 2.053 -1.110 -0.309
C17 -1.705 -0.423 -5.546
C18 -2.048 -0.815 -4.135
C19 -3.258 -1.424 -3.826
C20 -3.565 -1.790 -2.520
C21 -2.666 -1.528 -1.499
C22 -1.461 -0.903 -1.790
C23 -1.153 -0.567 -3.096
S1 -3.021 -2.082 0.168
O2 -4.244 -2.855 0.046
O3 -1.805 -2.885 0.433
N4 -3.095 -0.787 0.997
C24 -4.200 -0.707 1.963
C25 -4.085 -1.649 3.190
O4 -4.797 -1.385 4.171
O5 -3.271 -2.598 3.046
H14 -2.484 -0.738 -6.242
H15 -0.764 -0.873 -5.866
H16 -1.587 0.659 -5.641
H17 -3.967 -1.631 -4.621
H18 -4.490 -2.295 -2.277
H19 -0.751 -0.718 -0.996
H20 -0.200 -0.101 -3.313
H21 -5.162 -0.943 1.495
H22 -4.264 0.319 2.333
B1 1.429 0.517 5.836
N5 1.704 -1.021 5.873
C26 1.392 -1.856 6.880
C27 1.545 -3.154 6.441
C28 1.960 -3.002 5.108
N6 2.056 -1.719 4.778
N7 0.013 0.743 5.224
C29 -1.142 0.274 5.740
C30 -2.171 0.560 4.872
C31 -1.523 1.237 3.830
N8 -0.210 1.333 4.033
H23 1.427 0.878 7.001
H24 2.248 1.089 5.155
H25 1.070 -1.461 7.829
H26 1.361 -4.064 6.987
H27 2.180 -3.764 4.374
H28 -1.143 -0.255 6.679
H29 -3.208 0.271 4.940
H30 -1.969 1.638 2.933
C32 -3.898 4.249 -1.842
C33 -2.821 3.512 -1.025
C34 -2.153 2.522 -1.974
C35 -3.570 2.748 0.077
C36 -1.814 4.538 -0.416
O6 -2.590 5.520 0.318
C37 -0.994 5.364 -1.445
C38 0.404 4.950 -1.937
C39 0.528 4.066 -3.153
C40 1.195 2.847 -3.082
C41 1.393 2.064 -4.212
C42 0.911 2.511 -5.429
Cl1 1.194 1.567 -6.870
C43 0.223 3.709 -5.530
C44 0.041 4.477 -4.391
C45 -0.947 4.021 0.761
N9 -0.013 2.910 0.613
C46 -0.218 1.597 0.817
N10 0.921 0.953 0.841
C47 1.832 1.925 0.623
N11 1.323 3.133 0.501
H31 -4.533 3.501 -2.319
H32 -3.484 4.871 -2.639
H33 -4.553 4.857 -1.214
H34 -2.841 1.702 -2.178
H35 -1.248 2.080 -1.564
H36 -1.895 2.987 -2.929
H37 -4.409 2.210 -0.364
H38 -3.959 3.430 0.834
H39 -2.976 1.983 0.569
H40 -3.149 5.982 -0.316
H41 -0.850 6.318 -0.932
H42 -1.634 5.584 -2.306
H43 0.976 4.512 -1.124
H44 0.921 5.885 -2.182
H45 1.564 2.502 -2.125
H46 1.910 1.117 -4.144
H47 -0.151 4.036 -6.490
H48 -0.485 5.422 -4.472
H49 -1.629 3.768 1.571
H50 -0.346 4.861 1.106
H51 -1.185 1.138 0.957
H52 2.897 1.755 0.597


# 4
The following is a quantum chemistry calculation of a single C3H3NO2 molecule at a distorted geometry, from the Open Molecules 2025 dataset.

Summary:
Relative energy (zero: lowest compared OMol25 entry of this formula, charge and spin): 4.611 eV
Max |F|: 4.5 eV Å⁻¹
SMILES: O=C=CCN=O

CARTESIAN COORDINATES (ANGSTROEM)
C1 1.876 -0.533 -0.046
C2 -0.290 -1.149 -0.358
C3 0.962 -1.199 0.500
N1 -1.205 -0.019 0.080
O1 2.590 0.135 -0.592
O2 -2.418 -0.177 0.001
H1 -0.149 -1.048 -1.421
H2 -0.747 -2.056 -0.082
H3 1.111 -1.936 1.274